68
Properties=species:S:1:pos:R:3 method="wB97M-V/def2-TZVPD" orbital_gap_ev="4.10 / 4.10" charge=+3 e_homo_ev="-15.49 / -15.49" max_force_ev_per_a=3.5 relative_energy_kj_mol=279.4 spin_multiplicity=1
Pd 0.27 0.30 -0.04
C 0.59 -4.34 -1.09
C 0.95 -3.01 -0.85
N 0.09 -2.00 -0.88
C -1.19 -2.28 -1.18
C -1.66 -3.59 -1.37
C -0.72 -4.64 -1.33
C -3.04 -3.80 -1.60
C -3.93 -2.74 -1.69
C -3.48 -1.44 -1.60
C -2.11 -1.17 -1.37
N -1.59 0.05 -1.29
C -2.13 1.13 -1.86
C -2.91 1.10 -3.03
C -3.47 2.27 -3.53
C -3.29 3.47 -2.87
C -2.48 3.55 -1.70
C -2.27 4.75 -1.00
C -1.45 4.75 0.10
C -0.81 3.56 0.46
N -0.99 2.41 -0.18
C -1.84 2.39 -1.23
H 1.35 -5.12 -1.07
H 1.98 -2.76 -0.63
H -1.05 -5.66 -1.50
H -3.41 -4.82 -1.67
H -4.99 -2.92 -1.83
H -4.18 -0.62 -1.64
H -3.04 0.17 -3.56
H -4.05 2.23 -4.44
H -3.75 4.37 -3.25
H -2.78 5.66 -1.32
H -1.27 5.65 0.67
H -0.14 3.55 1.31
S 1.42 -1.87 2.04
C 2.91 -2.64 2.42
N 3.02 -3.20 3.65
C 4.13 -3.83 4.09
C 5.23 -3.93 3.29
C 5.17 -3.38 2.00
C 4.02 -2.75 1.57
H 2.22 -3.16 4.26
H 4.11 -4.24 5.09
H 6.13 -4.42 3.64
H 6.02 -3.46 1.34
H 3.96 -2.33 0.58
C 2.87 4.15 0.46
C 2.35 3.45 1.70
As 1.75 1.58 1.50
C 1.22 1.19 3.35
C 2.41 1.08 4.29
C 3.46 0.74 0.97
C 3.42 0.40 -0.52
H 3.32 5.10 0.74
H 2.08 4.36 -0.26
H 3.64 3.56 -0.04
H 1.58 4.03 2.20
H 3.16 3.31 2.43
H 0.64 0.27 3.34
H 0.55 2.00 3.65
H 3.04 0.23 4.03
H 2.05 0.93 5.31
H 3.03 1.98 4.29
H 3.62 -0.15 1.57
H 4.26 1.45 1.17
H 2.64 -0.35 -0.73
H 4.37 -0.01 -0.85
H 3.21 1.28 -1.13